Formula: C44H125N11O13
Source: the OMol25 dataset
Level of theory: wB97M-V/def2-TZVPD

Highest occupied orbital energy   -8.5 eV
Energy   -3331.551462 a.u.
Relative energy (zero: lowest compared OMol25 entry of this formula, charge and spin)   57.3 kcal per mole
M   1016.5 g mol⁻¹
Kohn-Sham gap   9.0 eV

Geometry as XYZ:
```
193
Properties=species:S:1:pos:R:3:forces:R:3:mulliken_charge:R:1
C -4.16546 0.15258 5.16635 0.514 -0.744 -1.586 -1.049
C -3.05012 0.76085 5.97672 0.290 1.236 1.441 0.318
C -1.65097 0.61172 5.31396 -1.604 0.087 -1.014 0.705
O -1.29104 -0.71274 5.45990 -0.236 -1.535 0.616 -0.413
C -0.42671 -1.28113 4.52425 0.557 -0.640 -0.980 0.023
N -3.34910 2.21555 6.18783 0.450 -0.056 0.672 -0.574
H -4.16049 0.60626 4.13998 -0.100 -0.274 0.750 0.230
H -5.18686 0.24109 5.55425 0.398 0.096 0.280 0.487
H -3.93072 -0.92368 5.03360 -0.351 0.506 0.004 -0.072
H -2.96096 0.22405 6.94843 -0.172 0.224 -0.391 0.181
H -0.88342 1.30595 5.65944 -0.102 0.168 0.236 0.372
H -1.82354 0.72966 4.24332 0.180 0.801 -0.323 -0.808
H -0.71842 -2.36862 4.31602 0.716 1.280 0.936 0.209
H 0.60749 -1.08934 4.87439 -0.240 -0.797 -0.285 0.375
H -0.45718 -0.86069 3.49609 -0.386 0.435 0.508 -0.388
H -4.33825 2.37775 6.38859 0.317 -0.340 -0.220 0.224
H -2.85972 2.58132 7.02383 -0.213 -0.398 -0.768 0.248
C 5.17061 0.75143 1.67765 0.857 -0.510 -0.846 -1.341
C 5.23335 2.29693 1.54620 -0.507 -0.271 1.269 1.265
C 5.73463 2.76075 2.93745 -0.354 0.322 -1.286 -1.248
O 5.92056 4.15765 2.89938 -1.485 -0.190 -0.330 -0.281
C 6.86695 4.68576 3.74018 1.593 0.446 0.543 -0.832
N 6.12913 2.81007 0.49318 -0.798 0.576 -0.127 -0.710
H 4.55471 0.40750 2.49494 -0.207 0.376 0.587 0.504
H 6.17043 0.28454 1.80714 -0.295 0.603 0.109 0.429
H 4.76759 0.16820 0.84621 -0.160 0.603 -0.525 -0.038
H 4.19638 2.68910 1.39515 0.655 -0.292 0.283 -0.119
H 6.69206 2.30825 3.09616 0.756 -0.573 0.217 0.615
H 5.02567 2.44236 3.70246 -0.064 0.181 0.130 0.310
H 7.88835 4.53853 3.28119 -0.696 0.674 0.362 0.305
H 6.97095 4.24186 4.74171 -0.530 -0.353 -0.122 0.322
H 6.57462 5.73357 3.92944 0.614 -0.269 -0.363 0.234
H 6.09079 3.86031 0.54304 0.131 -1.356 0.168 0.385
H 5.61026 2.60554 -0.36358 0.533 0.103 -0.121 0.168
C -1.65080 5.87826 -0.38816 -1.021 0.191 -0.070 -1.279
C -0.72368 5.98802 0.83000 0.220 1.076 -0.609 0.214
C -1.36965 5.33679 2.02101 -1.318 -0.980 -0.090 -0.114
O -0.59602 5.47118 3.17419 -0.082 -0.171 1.076 -0.418
C -1.09746 4.74325 4.34716 0.409 2.355 -0.755 -0.883
N 0.62296 5.38493 0.57415 0.364 1.770 0.023 -0.553
H -2.70459 6.22560 -0.19815 1.120 0.152 0.201 0.386
H -1.83052 4.84774 -0.62461 0.268 -0.806 -0.374 0.117
H -1.31631 6.39697 -1.30501 0.162 -0.202 0.582 0.359
H -0.66642 7.08787 1.02676 0.291 -0.635 0.175 0.315
H -1.50737 4.24256 1.83521 -0.085 0.614 -0.182 -0.092
H -2.39713 5.79898 2.11394 0.804 -0.395 0.239 0.355
H -2.12892 4.48102 4.28516 -0.740 -0.524 -0.512 0.449
H -1.05782 5.46557 5.16160 0.269 -0.075 0.169 0.375
H -0.46664 3.92055 4.55741 0.529 -1.011 0.097 0.177
H 1.02856 5.85075 -0.27124 -0.489 -0.531 0.831 0.226
H 1.24074 5.72793 1.35048 -0.722 -0.624 -0.822 0.246
C -2.72549 -5.14932 -1.27679 2.135 0.405 -0.362 -1.278
C -2.62705 -3.70345 -1.84143 -2.021 -0.141 0.965 0.420
C -1.86028 -2.79200 -0.90014 -0.125 0.784 -0.227 0.229
O -2.60994 -2.65169 0.28063 -1.045 0.160 0.649 -0.186
C -1.94232 -1.95098 1.32530 0.487 -1.483 0.141 0.014
N -2.09976 -3.76262 -3.18530 0.169 0.365 0.023 -0.538
H -3.10405 -5.34242 -0.27934 0.078 0.655 0.260 0.190
H -1.67978 -5.59325 -1.37229 -1.098 0.466 0.331 0.135
H -3.30964 -5.72562 -1.93153 -0.918 -0.765 -1.044 0.488
H -3.66528 -3.21849 -1.93465 1.160 -0.846 0.257 0.165
H -1.72903 -1.79029 -1.39144 0.136 -0.567 0.366 -0.393
H -0.88603 -3.22146 -0.66391 0.411 -0.043 -0.056 0.287
H -1.53067 -1.06236 0.91352 0.387 1.024 -0.061 -0.207
H -1.09403 -2.60866 1.62631 -0.338 0.473 0.322 0.457
H -2.59396 -1.72741 2.20788 0.277 -0.426 -0.954 -0.147
H -2.10221 -2.80657 -3.52835 0.167 -0.143 -0.336 0.249
H -1.13668 -4.08158 -3.15335 0.122 -0.142 -0.191 0.115
C 6.90998 -5.12611 -0.11082 -0.356 0.742 -0.472 -1.244
C 6.61447 -3.64045 -0.44773 -1.988 0.259 1.656 0.347
C 5.58304 -3.06377 0.63875 1.453 -0.006 0.627 -0.202
O 4.57668 -4.03801 0.86258 0.156 0.290 0.377 -0.255
C 3.80785 -3.87927 2.04705 -0.131 -0.073 -0.169 -0.857
N 7.79024 -2.78341 -0.48312 1.060 0.224 0.508 -0.603
H 6.01808 -5.76464 -0.29646 0.788 0.360 0.082 0.199
H 7.21667 -5.21957 0.94744 -0.027 -0.018 -0.500 0.290
H 7.74122 -5.34835 -0.78953 -0.144 -0.634 0.296 0.415
H 6.00810 -3.55546 -1.38188 1.027 -0.157 0.243 0.302
H 5.13714 -2.08711 0.42286 0.001 -0.102 -0.730 -0.124
H 6.17374 -2.81149 1.57374 -0.461 -0.765 -0.536 0.337
H 3.24712 -4.79867 2.14632 0.335 -0.612 0.435 0.292
H 2.97313 -3.18272 1.94019 0.400 0.808 -0.110 0.246
H 4.42906 -3.64500 2.94156 -0.405 -0.208 -0.600 0.345
H 8.61347 -2.97490 0.15902 -1.916 -0.152 -0.804 0.231
H 8.17878 -2.75036 -1.40776 0.092 0.056 -0.322 0.261
C 1.96073 -3.76290 -2.34107 0.204 -1.792 2.036 -1.048
C 1.81406 -5.25267 -1.80622 -1.240 0.177 -0.806 0.889
C 1.47041 -6.18442 -2.98502 0.773 -1.277 -0.231 -1.107
O 0.19908 -5.94417 -3.48574 -0.532 1.005 0.484 -0.139
C -0.27710 -6.67445 -4.57270 0.451 1.825 -1.993 -0.908
N 3.11863 -5.65870 -1.39371 0.977 0.219 0.429 -0.434
H 2.60380 -3.86958 -3.18404 0.149 0.265 -0.996 0.554
H 2.55479 -3.23574 -1.59069 -0.196 0.240 0.074 0.204
H 1.03145 -3.25075 -2.49532 -0.414 0.200 -0.375 0.004
H 1.00586 -5.42179 -1.00332 0.856 0.648 -1.022 0.082
H 1.43809 -7.23974 -2.64914 0.447 0.150 0.286 0.448
H 2.30783 -6.16028 -3.75496 -0.938 0.390 0.548 0.316
H 0.20705 -6.27474 -5.53403 -0.531 -0.539 1.025 0.308
H -1.33682 -6.41695 -4.63279 0.063 -0.343 -0.055 0.224
H -0.10991 -7.73293 -4.58055 0.123 -0.773 0.577 0.356
H 3.46509 -5.12537 -0.59836 0.064 -0.331 -0.144 0.062
H 3.25436 -6.65427 -1.28197 -0.187 0.097 0.228 0.263
C -5.88606 0.20795 -1.62400 0.334 0.652 -2.461 -1.160
C -6.81466 1.23452 -1.03739 -1.208 -1.090 1.572 0.521
C -8.32985 0.81546 -1.23317 0.526 0.694 -0.343 -0.618
O -9.06445 1.44485 -0.19288 -0.579 -0.503 -0.256 -0.424
C -9.41892 2.75100 -0.51456 -0.578 0.275 -0.883 -0.743
N -6.59554 1.25431 0.41997 0.676 -1.357 1.411 -0.578
H -6.09096 -0.72099 -1.17924 -0.188 -1.346 0.792 0.297
H -4.80905 0.39644 -1.55480 -0.293 0.312 0.305 -0.053
H -6.06863 0.05100 -2.71942 0.007 0.283 0.708 0.445
H -6.63828 2.24552 -1.35742 -0.011 0.391 -0.689 0.255
H -8.47695 -0.25800 -1.09553 0.318 -0.008 0.074 0.302
H -8.77598 1.08615 -2.23256 0.541 -0.125 0.757 0.378
H -8.64491 3.51170 -0.39361 0.238 -0.156 0.171 0.253
H -10.30466 3.02894 0.02545 -0.233 0.145 0.715 0.295
H -9.74766 2.74491 -1.55158 0.075 0.383 -0.402 0.350
H -7.45792 1.40364 0.96151 0.467 0.342 -0.778 0.336
H -6.31305 0.30303 0.77472 -0.031 1.043 -0.732 0.173
C 3.62547 0.18447 -3.18169 1.418 -0.354 0.660 -2.112
C 3.79744 1.59217 -2.61165 1.471 0.647 -1.118 2.386
C 5.11307 2.17593 -3.23794 -1.365 -1.630 -0.131 -1.036
O 5.52095 3.33903 -2.58919 1.227 0.223 -0.285 0.048
C 6.95075 3.46567 -2.80458 -1.427 0.675 0.986 -1.119
N 2.65430 2.47017 -2.88564 0.109 0.839 0.102 -0.009
H 2.63514 -0.14522 -2.99058 -0.849 -0.658 0.131 0.476
H 4.39942 -0.58439 -2.87133 -0.967 1.007 0.583 0.284
H 3.82724 0.15800 -4.22208 -0.386 0.416 -1.414 0.540
H 3.98087 1.50329 -1.53722 -0.191 0.187 0.136 -1.175
H 4.93805 2.30676 -4.34262 0.213 0.156 0.791 0.327
H 5.89288 1.41707 -3.10243 0.030 -0.087 -0.135 0.499
H 7.21385 4.43285 -2.42291 0.382 0.375 0.290 0.271
H 7.18719 3.41014 -3.82928 0.129 0.053 -1.500 0.407
H 7.47313 2.67399 -2.31166 0.324 -0.448 0.650 0.361
H 2.28043 2.33519 -3.81991 0.183 -0.479 -0.111 -0.224
H 2.92129 3.47591 -2.90106 -0.054 -0.968 0.378 0.220
C -0.64580 -0.24744 -4.52800 0.266 0.353 1.414 -1.828
C -0.27247 1.17189 -4.07112 -2.259 0.305 -0.336 3.157
C 0.06579 2.07555 -5.28499 0.032 0.124 -0.093 -1.058
O 1.41462 1.76810 -5.64350 -0.363 -1.037 0.888 -0.178
C 1.97187 2.37741 -6.74917 -0.880 0.745 -1.591 -0.897
N -1.55234 1.76819 -3.47544 0.691 -1.172 -0.333 -0.771
H -1.57280 -0.17816 -5.08977 -0.106 -0.124 -0.116 0.533
H -0.80696 -0.89900 -3.61956 0.237 0.545 -0.983 0.037
H 0.14544 -0.63295 -5.14366 0.298 -0.505 -0.287 0.435
H 0.58011 1.20706 -3.38948 -0.217 -0.222 0.083 -1.495
H -0.01180 3.17907 -5.05801 -0.074 -0.986 -0.036 0.307
H -0.64535 1.82263 -6.10922 0.492 0.317 0.354 0.405
H 1.38334 2.14387 -7.72155 0.949 0.280 1.369 0.254
H 3.01472 2.04673 -6.84176 -0.362 -0.004 -0.046 0.232
H 1.95617 3.47335 -6.59740 0.113 -0.177 -0.322 0.351
H -1.19574 2.44132 -2.85028 0.114 1.416 0.912 0.238
H -2.09020 1.14665 -2.83476 0.946 0.056 -0.858 0.084
C 1.21823 0.29216 -0.08270 0.127 -0.928 -1.656 -1.193
C 0.70646 1.72296 -0.30550 -0.454 -2.669 0.133 1.495
C -0.66047 1.83595 0.38460 1.124 1.183 -0.607 0.476
O -1.55238 0.88824 -0.13365 -1.345 0.338 1.129 0.429
C -2.83563 1.10018 0.54764 0.129 -0.682 -0.662 -0.230
N 1.65969 2.57820 0.30168 -0.351 1.219 0.812 0.826
H 1.29667 -0.00118 0.94931 0.279 0.279 0.641 0.495
H 2.14819 0.02409 -0.63798 -0.166 0.720 0.624 -0.214
H 0.54653 -0.43695 -0.52085 -0.607 -0.094 -0.121 -0.082
H 0.57418 1.86457 -1.39425 0.043 0.171 0.383 -0.715
H -0.98338 2.87397 0.17972 -0.379 -0.249 0.111 -0.962
H -0.54921 1.75910 1.47392 0.065 -0.219 0.038 0.092
H -2.72027 1.12143 1.67553 -0.051 0.113 -1.252 -0.034
H -3.50657 0.25430 0.25882 0.578 0.653 0.340 -0.315
H -3.26832 2.03298 0.13780 0.050 -0.305 0.587 0.297
H 1.32751 3.53559 0.21797 0.191 0.258 0.211 0.250
H 2.52264 2.50478 -0.18164 0.829 -0.026 -0.620 -0.304
C -7.72187 -3.31134 1.24844 1.062 -0.632 -1.456 -1.563
C -6.56356 -2.76387 2.07306 0.437 -0.308 1.065 0.510
C -5.76169 -3.88123 2.80023 -0.434 0.068 0.682 -0.510
O -5.02166 -3.22171 3.82199 0.085 0.602 0.606 -0.171
C -4.11693 -3.96874 4.64417 -0.488 0.131 -1.181 -0.774
N -5.59315 -1.85944 1.42394 -0.503 0.462 0.898 0.309
H -8.23773 -2.44869 0.82951 -0.215 -0.196 -0.233 0.293
H -8.38647 -3.86280 1.89916 -0.258 -0.003 0.203 0.486
H -7.43219 -4.04766 0.41201 -0.192 1.227 1.076 0.254
H -7.07914 -2.15307 2.86904 0.728 -0.529 -0.518 0.160
H -5.03663 -4.34404 2.12560 -0.188 -0.241 -0.314 0.082
H -6.44925 -4.65418 3.22811 0.476 0.394 -0.180 0.426
H -3.40703 -4.48501 3.97954 0.146 0.061 0.373 0.300
H -4.67752 -4.70673 5.20440 -0.041 -0.300 0.325 0.327
H -3.60813 -3.27457 5.33414 -0.234 -0.250 -0.462 0.192
H -4.86725 -1.73935 2.14112 -0.332 0.261 -0.349 -0.220
H -5.09611 -2.25978 0.65235 0.083 -0.645 -0.569 -0.060
O 3.84900 5.61230 -2.72631 0.104 -0.836 0.794 -0.641
H 4.49200 6.00350 -3.29976 0.330 0.742 -0.778 0.312
H 4.40568 4.88789 -2.36796 -0.494 0.149 -0.042 0.268
O 2.23706 2.69307 3.20680 0.595 -1.224 -0.702 -0.705
H 1.82513 3.54126 3.23472 -0.492 0.975 0.014 0.284
H 2.25059 2.47411 2.23685 -0.398 0.250 0.729 0.182
```
Forces are in eV/Å.